Entry from OMol25: a 2-piece molecular cluster, C10H16 overall in a non-equilibrium geometry (wB97M-V/def2-TZVPD).

Each line ends with the Mulliken charge.
Positions of all 26 atoms, in Å:
C -2.31530 -2.33537 0.70588  -0.328
C -2.24098 -1.94849 -0.79517  -0.557
C -0.94650 -2.16355 1.44113  -0.678
H -2.91783 -3.28673 0.72834  0.401
H -2.85804 -1.53450 1.28070  0.158
H -2.74719 -2.88955 -1.20404  0.286
H -2.91066 -1.06811 -0.97930  0.191
H -0.99523 -1.08354 1.86292  0.120
H -0.16054 -2.26260 0.64972  0.100
H -1.25752 -1.71813 -1.08255  0.014
H -0.73551 -2.93701 2.22349  0.330
C 1.60664 1.64797 1.99186  -1.592
C 0.62823 0.78386 -2.04464  -0.261
C 1.31237 -0.22756 -1.29279  -0.491
C 0.06979 1.92906 -1.39092  -0.436
C 1.61662 0.14239 -0.00384  -0.106
C 0.09996 2.11846 0.01147  -0.576
C 1.05579 1.29318 0.61060  0.943
H 0.50863 0.26784 -3.01400  0.388
H 2.04066 -0.96480 -1.77858  0.362
H -0.45936 2.52708 -2.12495  0.407
H 2.45416 -0.27326 0.63540  0.367
H -0.39371 2.75339 0.57773  0.620
H 1.72276 0.75223 2.55118  0.440
H 0.84898 2.25389 2.42185  0.442
H 2.54067 2.02410 1.85055  0.454

- Spin multiplicity: 2
- Expectation value of S²: 0.769
- E: -10618.1872 eV
- Relative energy (zero: lowest compared OMol25 entry of this formula, charge and spin): 259.2 kJ/mol
- Net charge: +1

Entry from OMol25: one molecule with the formula C12H22O11 in a non-equilibrium geometry (wB97M-V/def2-TZVPD).

Each line ends with the Mulliken charge.
Positions of all 45 atoms, in Å:
O 3.50237 -0.48855 2.38952  -0.541
C 2.90877 0.50771 2.05758  0.079
C 3.10328 1.19010 0.72468  -0.077
O 2.31959 2.32769 0.54430  -0.683
C 2.89958 0.12491 -0.39985  -0.531
O 3.85752 -0.88540 -0.25794  -0.741
C 1.42657 -0.35893 -0.40859  0.121
O 0.99885 -0.54217 0.94346  -0.362
C -0.33741 -0.27557 1.22203  -0.605
O -1.14170 -0.93090 0.27461  -0.012
C -2.53984 -0.84726 0.45878  -0.210
C -3.14071 -1.58824 -0.74960  -0.741
O -2.81380 -0.97437 -1.96907  -0.658
C -3.03792 0.60600 0.55784  -0.063
O -2.90525 1.34670 -0.62882  -0.642
C -2.20783 1.33958 1.61944  -0.815
O -2.55762 2.69383 1.71468  -0.636
C -0.72324 1.21794 1.23888  0.702
O 0.06515 1.93228 2.16272  -0.499
C 1.18456 -1.63400 -1.26403  0.319
O 2.10789 -2.66755 -1.11221  -0.700
C 1.04340 -1.23478 -2.74611  -0.906
O -0.13640 -0.46397 -2.88504  -0.499
H 2.20548 1.01615 2.73670  0.278
H 4.15752 1.49953 0.65532  0.475
H 1.53652 2.26336 1.11966  0.405
H 3.09850 0.60266 -1.36666  0.593
H 3.87858 -1.14454 0.68559  0.508
H 0.82785 0.43601 -0.86690  0.449
H -0.49533 -0.69090 2.23289  0.397
H -2.82617 -1.36697 1.38779  0.304
H -4.23117 -1.58304 -0.67919  0.462
H -2.78459 -2.62495 -0.72802  0.338
H -1.84273 -0.95807 -2.07413  0.363
H -4.09691 0.58540 0.86654  0.354
H -2.99642 0.72919 -1.38021  0.561
H -2.36759 0.90312 2.61215  0.529
H -2.72949 3.00230 0.81285  0.450
H -0.59611 1.63813 0.22854  0.084
H -0.47011 2.68821 2.45360  0.395
H 0.22182 -2.04963 -0.95008  0.261
H 2.99362 -2.27773 -1.00696  0.529
H 0.97944 -2.15644 -3.33662  0.394
H 1.92116 -0.66504 -3.07588  0.303
H -0.25971 -0.24179 -3.81422  0.267

- Spin multiplicity: 1
- SMILES: O=C[C@H](O)[C@@H](O)[C@H](O[C@@H]1O[C@H](CO)[C@H](O)[C@H](O)[C@H]1O)[C@H](O)CO
- E: -35322.2195 eV
- Relative energy (zero: lowest compared OMol25 entry of this formula, charge and spin): 52.8 kJ/mol
- Net charge: 0

Entry from OMol25: one molecule with the formula C13H14ClNO5 in a non-equilibrium geometry (wB97M-V/def2-TZVPD).

Each line ends with the Mulliken charge.
Positions of all 34 atoms, in Å:
C -0.21997 -3.02446 0.13229  -1.063
O 1.16925 -2.82560 -0.14147  -0.463
C 1.63627 -1.71509 -0.28056  0.016
C 2.94378 -1.54219 0.05202  -0.431
C 3.56746 -0.36222 0.17531  0.345
C 5.15486 -0.21584 0.22305  -0.167
O 5.78799 0.94138 0.10901  -0.523
C 2.90781 0.97002 -0.23413  -0.757
C 1.50830 0.90363 -0.35038  0.511
Cl 0.67307 2.48259 -0.46402  -0.205
C 0.92442 -0.39355 -0.29016  0.316
O -0.53894 -0.13674 -0.48445  -0.456
C -1.34770 0.30035 0.40708  1.189
O -0.82561 0.11825 1.53070  -0.829
N -2.44141 0.65184 0.11323  -0.188
C -2.98712 0.33902 -1.38728  -1.183
C -4.09880 -0.81112 -1.13598  -0.674
O -5.02638 -0.10368 -0.35862  -0.445
C -4.64771 0.00791 1.12568  -0.866
C -3.59373 1.07673 1.17949  -0.513
H -0.68479 -2.71782 -0.83481  0.343
H -0.20576 -4.01222 0.14454  0.477
H -0.67777 -2.65105 0.91745  0.418
H 3.57487 -2.33971 0.12744  0.459
H 5.56276 -1.19758 0.12795  0.305
H 3.36427 1.86032 0.01577  0.479
H -2.25615 -0.04077 -1.78582  0.569
H -3.34075 1.12818 -1.63968  0.627
H -4.65649 -0.80246 -2.07934  0.401
H -3.66489 -1.60756 -0.87948  0.541
H -5.49878 0.30064 1.52980  0.406
H -4.25490 -0.83162 1.15532  0.568
H -3.02573 1.16096 2.06802  0.445
H -3.91643 2.01426 0.89702  0.349

- Spin multiplicity: 1
- SMILES: COc1cc(C=O)cc(Cl)c1OC(=O)N1CCOCC1
- E: -37947.1856 eV
- Relative energy (zero: lowest compared OMol25 entry of this formula, charge and spin): 1176.1 kJ/mol
- Net charge: 0

Entry from OMol25: one molecule with the formula C2H3NO2S in a non-equilibrium geometry (wB97M-V/def2-TZVPD).

Each line ends with the Mulliken charge.
Positions of all 9 atoms, in Å:
C -0.38962 -2.22160 0.14120  0.033
C 0.35134 -1.26873 0.04013  -0.501
S 1.64745 -0.12188 0.01098  1.084
N 0.87629 1.33964 -0.12439  -0.539
O 2.34678 -0.33891 -1.25883  -0.605
O 2.37770 -0.22182 1.21993  -0.547
H -0.97581 -2.91252 0.50097  0.494
H 0.92646 1.58637 0.87548  0.281
H 1.17040 2.22154 -0.60542  0.300

- Spin multiplicity: 1
- SMILES: C#CS(N)(=O)=O
- E: -18539.2074 eV
- Relative energy (zero: lowest compared OMol25 entry of this formula, charge and spin): 409.6 kJ/mol
- Net charge: 0